<one>
Entry from OMol25: 2 unconnected molecules or ions with the total composition C9H14 (ωB97M-V/def2-TZVPD).

ORCA input file:
```
! RIJCOSX wB97M-V def2-TZVPD def2/J DEFGRID3
* xyz -1 2
C 3.4331 1.1613 -0.4879
C 2.7575 1.3293 0.8685
H 4.4006 1.6659 -0.5384
H 3.6313 0.1026 -0.6351
H 2.8249 1.5100 -1.2959
H 3.4465 1.4751 1.7125
H 2.0857 2.1804 0.9630
H 2.1658 0.4543 1.1305
C -1.2568 -0.3820 2.0522
C -2.6128 0.0887 -0.0249
C -1.4631 -0.5198 0.5577
C -2.7686 -0.0429 -1.4202
C -0.7357 -1.4681 -0.1605
C -1.9841 -0.8913 -2.1697
C -1.0174 -1.7025 -1.5067
H -3.2795 0.7348 0.5326
H -3.4618 0.6024 -1.9589
H -2.1202 -0.7918 2.5928
H -1.2146 0.6736 2.3221
H 0.0755 -1.9132 0.4081
H -2.1242 -0.9986 -3.2395
H -0.4849 -2.4745 -2.0605
H -0.2972 -0.7938 2.3582
*
```

* highest occupied orbital energy (spin up / spin down): 0.0386 / -0.1382 Ha
* orbital gap (spin up / spin down): 2.711 / 7.358 eV
* lowest unoccupied orbital energy (spin up / spin down): 3.8 / 3.6 eV


<two>
Entry from OMol25: 2 unconnected molecules or ions with the total composition C9H14 (ωB97M-V/def2-TZVPD).

ORCA input file:
```
! RIJCOSX wB97M-V def2-TZVPD def2/J DEFGRID3
* xyz -1 2
C 0.8285 -1.9186 -0.8238
C 0.2666 -0.7826 1.2804
C 0.9615 -0.7108 0.0877
C 0.3521 0.3449 2.1221
C 0.8044 1.6244 1.6834
C 1.5777 0.5089 -0.3910
C 1.3976 1.6419 0.4110
H -0.0767 -1.6698 1.7948
H 0.0103 0.2172 3.1565
H 1.8440 -2.1346 -1.1586
H 0.1943 -1.7350 -1.7169
H 0.9276 2.5381 2.2540
H 1.9767 0.5936 -1.3937
H 1.7011 2.5889 -0.0170
H 0.3114 -2.8047 -0.4435
C -2.3837 -0.2769 -2.2950
C -2.5870 0.0155 -0.8547
H -3.2677 -0.3870 -2.9312
H -1.7898 0.5939 -2.6656
H -1.5885 -0.9876 -2.5628
H -3.0230 1.0242 -0.7316
H -3.1166 -0.6666 -0.1929
H -1.6021 0.1826 -0.3682
*
```

* highest occupied orbital energy (spin up / spin down): 0.0335 / -0.1230 Ha
* orbital gap (spin up / spin down): 2.980 / 7.157 eV
* lowest unoccupied orbital energy (spin up / spin down): 3.9 / 3.8 eV


Stability check: which of them is most stable? <one>.


<one>
Entry from OMol25: 2 unconnected molecules or ions with the total composition C9H14 (ωB97M-V/def2-TZVPD).

ORCA input file:
```
! RIJCOSX wB97M-V def2-TZVPD def2/J DEFGRID3
* xyz -1 2
C 1.7797 1.0119 -1.8598
C 1.4161 -0.8788 1.3776
C 1.5527 0.1254 2.3276
C 1.2307 -0.5476 -0.0015
C 1.5758 0.7887 -0.3783
C 1.6850 1.4662 1.9689
C 1.7882 1.7587 0.5532
H 1.4540 -1.8967 1.7739
H 1.4600 -0.1493 3.3740
H 0.9877 -1.3410 -0.6934
H 1.9608 2.2752 2.6342
H 0.9731 0.5011 -2.3870
H 2.7066 0.5340 -2.2065
H 2.0705 2.7532 0.2247
H 1.7995 2.0612 -2.1689
C -3.4324 -1.5967 -0.9968
C -2.7162 -0.5580 -0.1439
H -4.2729 -2.0231 -0.4496
H -3.8134 -1.1149 -1.8982
H -2.6993 -2.3287 -1.3162
H -2.3218 -0.9845 0.7860
H -3.3185 0.3020 0.1647
H -1.8659 -0.1585 -0.6849
*
```

* highest occupied orbital energy (spin up / spin down): 0.0307 / -0.1224 Ha
* orbital gap (spin up / spin down): 2.874 / 6.948 eV
* lowest unoccupied orbital energy (spin up / spin down): 3.7 / 3.6 eV


<two>
Entry from OMol25: 2 unconnected molecules or ions with the total composition C9H14 (ωB97M-V/def2-TZVPD).

ORCA input file:
```
! RIJCOSX wB97M-V def2-TZVPD def2/J DEFGRID3
* xyz -1 2
C 1.2098 0.1825 -1.8489
C 1.5601 0.0191 0.6379
C 1.2116 0.8008 -0.4858
C 1.5625 0.6838 1.9188
C 0.9287 1.9068 2.0878
C 0.7973 2.1052 -0.3317
C 0.5753 2.6728 0.9771
H 1.7216 -1.0517 0.5562
H 1.9464 0.1320 2.7675
H 0.9041 0.8714 -2.6506
H 0.4454 -0.5879 -1.9675
H 0.6467 2.1442 3.1113
H 0.5718 2.7189 -1.2010
H 0.1461 3.6637 1.0499
H 2.1494 -0.2486 -2.2152
C -1.7805 -1.4449 -0.7906
C -2.2691 -2.5510 0.1518
H -2.3553 -0.5329 -0.6063
H -0.7536 -1.1841 -0.5571
H -2.0296 -1.7159 -1.8114
H -2.5535 -2.1892 1.1401
H -1.5228 -3.3176 0.3637
H -3.1124 -3.0775 -0.2960
*
```

* highest occupied orbital energy (spin up / spin down): 0.0327 / -0.1232 Ha
* orbital gap (spin up / spin down): 2.931 / 7.062 eV
* lowest unoccupied orbital energy (spin up / spin down): 3.8 / 3.7 eV


<three>
Entry from OMol25: 2 unconnected molecules or ions with the total composition C9H14 (ωB97M-V/def2-TZVPD).

ORCA input file:
```
! RIJCOSX wB97M-V def2-TZVPD def2/J DEFGRID3
* xyz -1 2
C 2.4000 -0.1410 -1.9689
C -0.3590 1.5438 -0.2097
C 0.8564 0.9574 -0.4438
C -1.4917 1.0824 -0.9108
C 1.0152 0.1958 -1.5891
C -1.4071 0.1890 -2.0430
C -0.1091 -0.1179 -2.3369
H -0.4092 2.3765 0.4272
H 1.6315 1.3168 0.2042
H -2.4665 1.5114 -0.6296
H -2.1766 0.0393 -2.7577
H 2.6790 -0.1216 -2.9528
H 2.5579 -1.0787 -1.4435
H 0.0293 -0.7269 -3.2613
H 3.1575 0.6388 -1.4456
C -0.5334 -1.4795 2.2196
C -0.9331 -0.4153 3.1812
H 0.4428 -1.9479 2.3589
H -1.1752 -2.2763 2.0644
H -0.4958 -1.0158 1.1802
H -2.0491 -0.6824 3.3061
H -0.7825 0.5944 2.9125
H -0.3812 -0.4422 4.1384
*
```

* highest occupied orbital energy (spin up / spin down): 0.0390 / -0.1287 Ha
* orbital gap (spin up / spin down): 2.984 / 7.440 eV
* lowest unoccupied orbital energy (spin up / spin down): 4.0 / 3.9 eV


<four>
Entry from OMol25: 2 unconnected molecules or ions with the total composition C9H14 (ωB97M-V/def2-TZVPD).

ORCA input file:
```
! RIJCOSX wB97M-V def2-TZVPD def2/J DEFGRID3
* xyz -1 2
C -0.1601 2.5766 -3.6478
C 0.1708 3.4596 -2.4516
H -1.0897 2.0330 -3.4873
H -0.3174 3.1750 -4.5565
H 0.6360 1.8940 -3.9280
H 0.8628 4.2808 -2.6927
H 0.6709 2.8052 -1.7394
H -0.6529 4.0659 -2.0766
C 1.2513 -2.9975 2.8213
C -1.1902 -0.2482 0.5140
C -1.0790 -0.1529 1.9426
C -0.5207 -1.2977 -0.0763
C -0.2557 -1.0052 2.6239
C 0.3069 -2.2022 0.5880
C 0.5198 -2.0077 1.9741
H -1.8468 0.3796 -0.0703
H -1.7380 0.5569 2.4258
H -0.4884 -1.4123 -1.1621
H -0.1195 -0.9614 3.7012
H 0.7413 -3.0977 0.1631
H 1.4643 -3.9252 2.2748
H 0.6262 -3.2955 3.6798
H 2.2080 -2.6229 3.1800
*
```

* highest occupied orbital energy (spin up / spin down): 0.0461 / -0.1625 Ha
* orbital gap (spin up / spin down): 2.417 / 7.938 eV
* lowest unoccupied orbital energy (spin up / spin down): 3.7 / 3.5 eV


Stability check: which of them is most stable? <one>.


<one>
Entry from OMol25: a molecular structure, C3H8N4S (ωB97M-V/def2-TZVPD).

ORCA input file:
```
! RIJCOSX wB97M-V def2-TZVPD def2/J DEFGRID3
* xyz 0 1
C -0.3167 0.2744 -1.7088
C 0.1823 -0.1817 -0.1808
C -0.4944 0.5378 2.1091
H 0.7489 -1.8212 -1.6511
H -1.2709 -1.4904 -2.4395
H 0.2879 1.1878 -2.0221
H -1.3025 0.6352 -1.7851
H 1.1149 -1.4757 0.8184
H 1.4916 2.4149 0.2208
H -0.5998 1.4048 2.7089
H -0.1010 -1.6135 2.3729
N -0.0413 -0.9715 -2.4845
N 0.6006 -1.4617 -0.1010
N -0.0041 0.8168 0.7974
N -0.4369 -0.6497 2.8516
S 0.1416 2.3934 0.4939
*
```

* highest occupied orbital energy: -0.3127 Ha
* orbital gap: 8.613 eV
* lowest unoccupied orbital energy: 0.1 eV


<two>
Entry from OMol25: C3H8N4S in the gas phase (ωB97M-V/def2-TZVPD).

ORCA input file:
```
! RIJCOSX wB97M-V def2-TZVPD def2/J DEFGRID3
* xyz 0 1
C 0.9989 1.5357 0.1072
N -0.1171 0.7343 -0.4082
C -0.3580 -0.5587 -0.1608
N -1.6314 -0.9560 -0.1531
C -2.7254 -0.1438 0.3151
S -4.3129 -0.3999 -0.1289
N 0.5833 -1.5236 0.2047
N 1.9960 -1.5123 -0.1696
H 0.7224 2.5905 -0.0598
H 2.0311 1.1114 -0.5181
H 1.3666 1.4289 1.2386
H -0.8425 1.1489 -0.9192
H -2.4999 0.8594 0.8018
H 0.3443 -2.4842 0.3985
H 2.0843 -1.1311 -1.0904
H 2.3605 -0.6993 0.5423
*
```

* highest occupied orbital energy: -0.2921 Ha
* orbital gap: 8.134 eV
* lowest unoccupied orbital energy: 0.2 eV


<three>
Entry from OMol25: C3H8N4S in the gas phase (ωB97M-V/def2-TZVPD).

ORCA input file:
```
! RIJCOSX wB97M-V def2-TZVPD def2/J DEFGRID3
* xyz 0 1
C -0.4008 2.3284 -0.0891
N -1.2687 1.7299 -1.0493
S -0.6631 0.3746 -1.8054
C 0.4409 -0.3434 -0.6657
N 1.7417 -0.1733 -0.8656
N 2.4676 -0.5637 0.2921
N -0.0522 -0.9924 0.4834
C -1.4988 -1.1163 0.2595
H -0.7935 3.2794 0.2720
H 0.4606 1.8959 0.3394
H 3.3301 -1.1466 -0.0725
H 1.8759 -1.3467 0.7949
H 0.0099 -0.6228 1.5224
H -2.0450 -1.5351 1.1755
H -1.9382 -0.2097 0.2639
H -1.6663 -1.5582 -0.8554
*
```

* highest occupied orbital energy: -0.3117 Ha
* orbital gap: 8.558 eV
* lowest unoccupied orbital energy: 0.1 eV


<four>
Entry from OMol25: C3H8N4S in the gas phase (ωB97M-V/def2-TZVPD).

ORCA input file:
```
! RIJCOSX wB97M-V def2-TZVPD def2/J DEFGRID3
* xyz 0 1
H 1.3601 3.0770 1.1765
N 1.6575 2.1312 1.0865
C 0.6980 1.4219 0.6272
N 0.8340 0.0658 0.4624
N 2.1166 -0.4963 0.6291
C -0.0656 -0.6446 -0.4334
C -1.4677 -0.7020 0.1190
N -2.5412 -1.0000 -0.5107
S -2.3921 -1.3937 -2.1737
H -0.2724 1.7538 0.3439
H 2.3127 -0.4625 1.6349
H 2.8077 0.1656 0.2030
H -0.0555 -0.2374 -1.4512
H 0.3334 -1.6816 -0.5096
H -1.5952 -0.4458 1.1748
H -3.7303 -1.5514 -2.3787
*
```

* highest occupied orbital energy: -0.3381 Ha
* orbital gap: 9.971 eV
* lowest unoccupied orbital energy: 0.8 eV


Stability check: which of them is most stable? <four>.


<one>
Entry from OMol25: a gas-phase ion, C2H6N5 (charge +1) (ωB97M-V/def2-TZVPD).

ORCA input file:
```
! RIJCOSX wB97M-V def2-TZVPD def2/J DEFGRID3
* xyz 1 1
C 1.9548 0.1533 0.2734
C -1.9692 -0.1605 -0.1164
N 0.8895 0.6013 0.0846
N -0.0736 1.3667 0.4010
N -1.1963 -1.2326 0.0472
N -1.2621 1.1828 -0.0641
N 3.0078 -0.4301 -0.1081
H -2.7029 0.2102 -0.9798
H -2.4072 0.0048 0.8881
H -1.1755 -1.8638 -0.7133
H -2.0183 1.9337 0.2160
H 3.0507 -1.4039 -0.3026
H 3.9021 -0.3619 0.3740
*
```

* highest occupied orbital energy (spin up / spin down): -0.5223 / -0.4558 Ha
* orbital gap (spin up / spin down): 9.151 / 6.842 eV
* lowest unoccupied orbital energy (spin up / spin down): -5.1 / -5.6 eV


<two>
Entry from OMol25: 2 unconnected molecules or ions with the total composition C2H6N5 (ωB97M-V/def2-TZVPD).

ORCA input file:
```
! RIJCOSX wB97M-V def2-TZVPD def2/J DEFGRID3
* xyz 1 1
C -0.0476 -0.1439 0.0841
C 1.1851 -0.2467 0.9153
N 2.1350 0.4334 -0.0142
N 1.8589 1.4819 -0.5655
N 0.5757 1.9729 -0.3476
N -0.4202 1.0159 -0.4055
N -0.7533 -1.2311 -0.1902
H 1.2207 0.3672 1.9332
H 1.7548 -1.1579 1.1336
H 0.5532 3.1250 -1.1491
H -1.0703 1.0710 -1.0865
H -0.6788 -2.0689 0.4202
H -1.5256 -1.3943 -0.8631
*
```

* highest occupied orbital energy: -0.5129 Ha
* orbital gap: 9.808 eV
* lowest unoccupied orbital energy: -4.1 eV


Stability check: which of them is most stable? <two>.